Record 1
Computed, not measured: a 2-piece molecular cluster, C7H14O overall, with the ωB97M-V functional and the def2-TZVPD basis.

Results
Energy relative to the best compared isomer or geometry (same formula, charge and spin): 2.033 eV
Total charge: 0
Gap between HOMO and LUMO: 9.92 eV
HOMO level: -9.01 eV
Largest force on an atom: 1.3 eV/A
LUMO: 0.912 eV
SMILES string: C/C=C/C.C=CCO

```
22
Properties=species:S:1:pos:R:3:forces:R:3:nbo_charge:R:1
H -2.301 1.807 -1.513 -0.0384 0.0800 -0.2166 0.211
H -0.590 2.004 -1.866 0.0310 0.1376 -0.1559 0.214
H 1.141 -0.767 0.853 -0.6530 -0.2617 0.1241 0.218
C -1.427 1.310 -1.940 0.1702 -0.3070 0.5822 -0.637
H 2.290 2.200 -0.309 -0.0765 0.0026 0.0431 0.471
C -1.122 0.086 -1.128 -0.2097 -0.1959 0.2114 -0.177
H -1.299 -1.325 -2.637 0.1418 -0.0005 -0.0847 0.183
H 0.979 -1.345 3.288 0.4217 -0.1250 -0.0333 0.198
H 0.300 1.822 1.037 -0.0703 -0.0837 -0.0241 0.166
H -1.603 1.044 -2.978 -0.0553 0.1213 -0.0958 0.211
H -0.048 -2.978 -1.196 0.0980 -0.0461 0.1109 0.213
O 1.964 1.324 -0.083 0.1915 0.0316 -0.0195 -0.722
H -1.744 -3.014 -0.785 -0.0305 -0.0474 0.1396 0.214
H 1.809 1.984 1.905 0.1714 -0.0632 0.0316 0.169
C -0.853 -2.384 -0.760 0.0122 0.1195 -0.3023 -0.638
H -0.991 0.201 -0.054 0.1009 0.2459 -0.0421 0.183
H -0.604 -2.139 0.272 -0.0581 -0.0559 0.0080 0.208
C 1.290 1.365 1.168 -0.1051 0.0931 -0.1397 -0.102
C 1.242 -0.352 2.941 -0.5261 -0.6578 0.0549 -0.391
H 1.507 0.355 3.714 -0.2451 0.3088 -0.0395 0.192
C -1.082 -1.154 -1.585 -0.2495 -0.1101 -0.1783 -0.187
C 1.142 -0.044 1.658 0.9787 0.8138 0.0260 -0.197
```
Forces are in eV/Å.

Record 2
Computed, not measured: a 2-piece molecular cluster, C2H6N4OS overall, with the ωB97M-V functional and the def2-TZVPD basis.

Results
Energy relative to the best compared isomer or geometry (same formula, charge and spin): 4.935 eV
Total charge: 0
Gap between HOMO and LUMO: 9.22 eV
HOMO level: -9.60 eV
Largest force on an atom: 6.1 eV/A
LUMO: -0.378 eV

```
14
Properties=species:S:1:pos:R:3:forces:R:3:nbo_charge:R:1
C -1.920 0.172 -0.148 -3.6789 -4.0328 2.7442 0.750
N 1.238 1.587 0.119 -2.4970 -4.3636 0.3732 -0.697
H 2.915 -1.196 -0.227 0.7588 3.4979 1.0268 0.378
N -0.856 -0.117 -0.954 -1.4913 2.9513 -3.2004 -0.833
H -1.006 0.499 -1.870 1.1924 -2.0416 2.2198 0.443
N -1.907 -0.539 1.135 -0.4274 -2.1373 0.2676 -0.894
N 2.830 -0.165 0.233 -0.0064 0.1723 -3.2168 -0.836
H 3.490 0.715 -0.143 -1.7838 -3.5698 1.2353 0.429
H -2.981 -1.544 1.372 4.3383 3.9725 -1.3183 0.426
C 1.501 0.281 -0.053 1.6656 3.5063 1.6526 0.226
O -2.978 0.645 -0.504 1.2712 1.0336 -0.6691 -0.591
H 0.146 1.620 0.333 2.6904 0.3777 -1.1422 0.348
S 0.425 -1.053 -0.557 0.7038 0.6932 -0.2236 0.484
H -0.897 -0.906 1.264 -2.7358 -0.0597 0.2509 0.367
```
Forces are in eV/Å.

Record 3
Computed, not measured: C3H2Cl2N2 in the gas phase, with the ωB97M-V functional and the def2-TZVPD basis.

Results
Energy relative to the best compared isomer or geometry (same formula, charge and spin): 3.175 eV
Total charge: 0
Gap between HOMO and LUMO: 10.35 eV
HOMO level: -10.31 eV
Largest force on an atom: 7.9 eV/A
LUMO: 0.032 eV
SMILES string: [H]/N=C(\Cl)[C@@H]1N=C1Cl

```
9
Properties=species:S:1:pos:R:3:forces:R:3:nbo_charge:R:1
C -0.282 0.384 0.463 -1.7323 -0.0774 1.5116 -0.217
C -1.599 -0.314 0.332 6.2593 -1.5560 4.6162 0.114
N 0.997 -0.279 -1.512 -1.3613 -0.3899 0.7054 -0.607
N -0.798 -0.883 1.292 -3.7270 2.9246 -4.6800 -0.270
Cl -3.154 -0.078 -0.094 -0.9746 -0.2851 -0.4823 0.166
Cl 2.434 0.415 0.692 -0.6355 -0.3018 -0.3864 -0.093
C 0.955 0.096 -0.325 0.5880 0.4506 -0.4747 0.310
H -0.369 1.331 1.094 0.8726 -1.1890 -1.0375 0.215
H 1.815 -0.671 -1.942 0.7108 0.4239 0.2277 0.381
```
Forces are in eV/Å.

Record 4
Computed, not measured: a 6-piece molecular cluster, C6H24N12O6 overall, with the ωB97M-V functional and the def2-TZVPD basis.

Results
Energy relative to the best compared isomer or geometry (same formula, charge and spin): 1.400 eV
Total charge: 0
Gap between HOMO and LUMO: 9.49 eV
HOMO level: -9.54 eV
Largest force on an atom: 2.5 eV/A
LUMO: -0.047 eV
SMILES string: NC(N)=O.NC(N)=O.NC(N)=O.NC(N)=O.NC(N)=O.NC(N)=O

```
48
Properties=species:S:1:pos:R:3:forces:R:3:nbo_charge:R:1
N -4.074 0.771 2.713 0.7841 0.4103 0.2067 -0.872
H 3.066 -0.402 4.445 -0.1171 0.0036 -0.0818 0.376
H 0.426 1.715 -0.479 -0.2375 0.7834 -0.3184 0.396
H -4.382 -1.573 3.178 -0.2168 -0.3512 -0.0469 0.391
N -1.945 -0.087 0.415 0.3498 -0.4542 -0.0029 -0.840
H 4.573 2.212 0.123 0.3734 0.0753 0.1247 0.380
N -0.552 1.475 -0.473 1.1446 -1.1622 0.2077 -0.832
C 4.095 1.038 -1.488 0.2148 0.1442 0.2133 0.772
C -0.688 0.176 -0.040 -2.2907 0.7843 0.4264 0.792
H 1.243 3.158 -6.272 0.1472 0.6027 -0.0691 0.413
O -5.965 0.531 1.451 -0.0299 0.0301 -0.3457 -0.636
H -1.283 2.139 -0.309 0.1898 0.2537 -0.0250 0.399
N -0.256 -2.884 -1.516 0.7885 0.8480 -0.0206 -0.863
H -2.206 -1.033 0.653 0.1698 -0.0729 -0.0153 0.434
C -5.087 0.048 2.127 0.2702 0.0003 0.8538 0.770
N 3.211 0.322 -0.701 0.4199 0.4383 -0.3877 -0.855
H 1.980 3.851 -4.804 0.3466 0.0202 -0.4900 0.387
O -0.254 1.641 -5.036 0.2822 0.1161 -0.3055 -0.658
N 1.317 3.271 -5.279 -0.4754 -0.3742 0.5252 -0.864
H -0.917 -5.120 -2.538 0.0470 0.1261 0.0245 0.380
C -1.021 -3.804 -0.915 -0.9066 -0.7050 0.6486 0.771
H -3.521 0.365 3.450 -0.0194 -0.0562 -0.1103 0.390
N 4.932 1.842 -0.739 -0.2989 -0.1823 -0.0994 -0.852
H 2.552 -0.187 6.027 -0.6592 0.2285 0.1738 0.408
O -1.494 -3.673 0.213 0.1850 0.3403 -0.0176 -0.698
H 2.178 2.257 -3.215 0.1950 -0.5921 0.1705 0.389
H 1.658 -0.510 2.627 -0.0098 -0.0056 -0.0194 0.397
H -0.054 -2.892 -2.498 -0.0197 -0.1826 0.0063 0.384
H 0.040 -2.077 -0.948 -0.3871 -0.5235 -0.4256 0.436
H -5.782 -1.806 2.138 0.1433 -0.4183 0.2504 0.409
H -2.584 0.651 0.645 -0.1343 -0.0725 -0.0456 0.399
N 2.311 -0.143 5.056 1.1118 -0.0409 -0.4925 -0.847
N -1.272 -4.950 -1.615 0.0916 -0.3733 -0.6497 -0.848
H 2.882 0.816 0.108 -0.2612 -0.5107 0.2167 0.378
H 2.628 -0.368 -1.141 -0.3375 0.2433 0.0498 0.420
N 0.934 -0.159 3.224 -0.3937 0.6419 -0.1723 -0.846
H 0.078 0.184 2.825 0.0252 -0.2673 -0.2677 0.405
N -4.964 -1.292 2.410 -0.3694 0.4182 -0.5937 -0.849
H 5.622 2.360 -1.251 -0.1814 0.2582 -0.0090 0.406
O 0.201 -0.657 -0.065 1.1049 0.2863 -0.0210 -0.717
C 0.716 2.239 -4.597 -0.8775 -0.8170 -0.2969 0.769
O 0.133 0.431 5.266 -0.0576 0.4936 -0.3004 -0.662
N 1.259 1.890 -3.399 0.4248 0.9842 0.3300 -0.847
H 1.021 0.974 -3.068 -0.0112 0.0098 0.0918 0.408
H -4.056 1.774 2.707 -0.5007 0.0320 -0.1786 0.403
C 1.069 0.120 4.550 0.0052 -1.1250 1.0459 0.769
H -1.957 -5.594 -1.269 -0.0270 0.1275 0.2201 0.402
O 4.187 0.961 -2.697 0.0048 -0.4134 0.0224 -0.649
```
Forces are in eV/Å.

Record 5
Computed, not measured: C4H7F2NO in the gas phase, with the ωB97M-V functional and the def2-TZVPD basis.

Results
Energy relative to the best compared isomer or geometry (same formula, charge and spin): 4.015 eV
Total charge: 0
Gap between HOMO and LUMO: 9.65 eV
HOMO level: -8.86 eV
Largest force on an atom: 4.9 eV/A
LUMO: 0.794 eV
SMILES string: O[C@@H]1CCN(F)[C@H]1F

```
15
Properties=species:S:1:pos:R:3:forces:R:3:nbo_charge:R:1
N 1.267 0.626 -0.138 2.5592 0.5118 -0.5604 -0.072
H -0.689 -1.948 0.177 -0.7039 -0.8886 0.8159 0.188
F 1.555 -1.184 1.017 -0.0951 -0.9161 0.9820 -0.346
C 1.157 -0.801 -0.211 -2.9941 0.7779 -1.3345 0.278
O -1.356 -1.021 -1.390 -0.1405 2.6192 -4.0840 -0.676
C -0.681 -0.977 -0.243 4.3506 -0.4327 1.6830 0.096
H 0.574 1.263 1.586 0.5775 0.4494 1.6396 0.215
H -0.123 2.223 0.272 0.8236 -1.4219 0.2017 0.229
C 0.202 1.184 0.615 -1.3481 1.1000 -1.5131 -0.255
H 1.787 -1.294 -0.965 -0.4495 0.4576 -0.0047 0.184
H -1.102 -0.014 1.709 -0.2885 -0.5655 -0.8082 0.229
H -1.204 -0.140 -1.932 -0.4889 -2.5853 1.5899 0.473
H -1.778 0.727 0.315 -2.5336 0.8422 -0.9113 0.221
C -0.972 0.179 0.623 1.3734 0.2655 2.6006 -0.494
F 1.364 1.176 -1.434 -0.6420 -0.2136 -0.2964 -0.271
```
Forces are in eV/Å.

Record 6
Computed, not measured: a 2-piece molecular cluster, C13H23F5N3O6S2 overall, with the ωB97M-V functional and the def2-TZVPD basis.

Results
Total charge: +1
Gap between HOMO and LUMO: 8.49 eV
HOMO level: -12.97 eV
Largest force on an atom: 2.7 eV/A
LUMO: -4.482 eV

```
52
Properties=species:S:1:pos:R:3:forces:R:3:nbo_charge:R:1
O 1.048 -3.238 3.193 -0.6007 0.1871 -0.7447 -0.862
H 0.513 -1.130 -0.592 0.1034 -0.1035 -0.1680 0.226
H -2.365 3.150 -4.558 0.0239 0.0968 -0.0118 0.206
H -3.459 -4.107 -0.108 0.1103 -0.2622 -0.0488 0.256
H -1.808 -0.626 4.095 -0.0555 -0.1608 0.4494 0.233
C -1.447 -0.662 -1.165 0.7315 0.0718 0.3804 -0.065
C -0.006 0.714 0.327 -0.6342 0.2573 -0.6641 -0.264
H -3.782 -3.163 -1.570 0.1213 -0.0566 -0.1813 0.239
H 0.425 0.201 -1.754 0.2053 0.3111 -0.0057 0.244
C -3.772 -3.141 -0.488 0.2779 0.1532 0.0656 -0.729
C -0.018 -0.228 -0.865 0.0443 -0.3638 0.0754 -0.429
H -0.711 0.362 1.067 0.1471 -0.1025 0.4250 0.254
H -1.575 3.575 -1.634 0.0848 -0.1103 0.0412 0.167
N 1.319 0.911 0.906 0.0930 -0.3686 0.0269 0.042
S 1.930 -2.341 2.534 -0.2165 -1.3140 2.3809 2.212
S 3.168 0.920 3.977 0.2813 0.3754 0.1648 0.228
O -3.143 -1.418 1.016 0.4327 -0.1348 -0.8284 -0.584
H -1.583 -0.750 -2.233 -0.2226 -0.0205 -0.2282 0.205
H 2.810 1.685 0.020 0.2568 -0.0931 0.0827 0.503
F 2.754 -1.549 -0.866 0.0158 0.2194 0.1861 -0.305
H -4.756 -2.927 -0.103 -0.2739 -0.0235 0.0762 0.250
C 0.163 -0.578 3.394 -1.5762 -0.0425 0.2026 -0.120
H -3.318 4.062 -3.376 0.0011 0.0096 -0.0199 0.224
H 0.246 4.989 -2.553 -0.0283 0.0129 0.0374 0.217
H -1.326 5.666 -3.003 -0.0075 0.0027 -0.0234 0.223
F 1.068 -3.212 0.214 0.2315 0.2773 0.0510 -0.279
C 3.316 -2.419 -0.027 0.1297 -0.8657 -0.5143 0.916
C -1.102 -0.974 3.367 0.6694 -0.2661 -0.5228 -0.265
H -0.336 1.690 -0.007 0.1004 0.3239 0.0783 0.258
H -3.066 2.322 -3.173 -0.0199 0.0262 0.0375 0.211
H 3.840 -0.152 4.438 -0.2819 -0.1660 -0.1679 0.152
H 3.839 -0.101 1.997 0.1819 0.2069 -0.0058 0.442
C 1.853 0.180 1.831 -0.1581 0.1929 0.1223 0.661
N 3.115 0.548 2.285 0.0050 -0.3747 -0.1483 -0.804
O 3.181 -2.143 3.199 0.3085 0.5939 -0.9150 -0.903
H -2.145 0.046 -0.731 -0.2938 0.0997 -0.1368 0.196
O -1.638 -1.954 -0.566 -0.5903 -0.0777 -0.3028 -0.551
H -1.431 -1.676 2.619 -0.3058 0.2304 -0.2747 0.232
C -2.850 -2.092 0.051 -0.6084 0.2671 1.0981 0.821
C -2.597 3.253 -3.495 -0.0485 -0.1638 0.1095 -0.631
O 1.985 1.992 0.417 -0.4280 0.3281 -0.0881 -0.465
C 2.231 -3.112 0.865 -0.0851 -0.1896 -0.2572 0.395
H 0.535 -0.070 4.262 0.6011 0.4825 -0.1658 0.232
F 4.221 -1.777 0.715 0.0068 0.1068 -0.0754 -0.310
C -1.332 3.521 -2.697 -0.0392 0.1760 -0.5287 0.097
C -0.661 4.813 -3.132 0.1429 -0.0025 0.1438 -0.632
N 1.056 -0.895 2.289 1.2948 -0.3160 0.1579 -0.726
O -0.419 2.422 -2.843 -0.0199 -0.1575 0.4060 -0.751
F 2.654 -4.343 1.156 0.0816 0.3726 0.2145 -0.266
F 3.933 -3.355 -0.737 -0.0981 0.3227 0.1066 -0.274
H -0.190 2.356 -3.776 0.0050 0.0310 -0.0573 0.469
H -0.370 4.757 -4.184 -0.0969 0.0011 -0.0346 0.205
```
Forces are in eV/Å.

Record 7
Computed, not measured: a 2-piece molecular cluster, H4OS overall, with the ωB97M-V functional and the def2-TZVPD basis.

Results
Energy relative to the best compared isomer or geometry (same formula, charge and spin): 0.110 eV
Total charge: 0
Gap between HOMO and LUMO: 10.31 eV
HOMO level: -9.68 eV
Largest force on an atom: 1.2 eV/A
LUMO: 0.629 eV
SMILES string: O.S

```
6
Properties=species:S:1:pos:R:3:forces:R:3:nbo_charge:R:1
S 0.000 0.000 0.000 -0.0395 -0.2736 0.0182 -0.288
O -2.122 -3.148 2.210 0.2845 -1.1119 -0.4115 -0.941
H -1.977 -3.941 2.775 -0.1473 0.8383 -0.6381 0.473
H 0.819 -1.066 0.066 -0.1148 0.1597 0.0028 0.141
H -2.006 -3.475 1.289 -0.1356 0.2703 1.0168 0.469
H -1.078 -0.744 0.310 0.1526 0.1172 0.0118 0.147
```
Forces are in eV/Å.

Record 8
Computed, not measured: a 2-piece molecular cluster, C10H15N4 overall, with the ωB97M-V functional and the def2-TZVPD basis.

Results
Energy relative to the best compared isomer or geometry (same formula, charge and spin): 3.724 eV
Total charge: +1
Gap between HOMO and LUMO: 8.42 eV
HOMO level: -11.35 eV
Largest force on an atom: 5.1 eV/A
LUMO: -2.930 eV

```
29
Properties=species:S:1:pos:R:3:forces:R:3:nbo_charge:R:1
C -2.258 2.035 -0.098 2.8345 -1.0748 1.2052 -0.221
H 1.840 -1.641 1.029 3.7869 -0.4367 0.0419 0.370
N 0.916 -1.464 1.000 -2.8668 1.7037 -0.0818 -0.611
H 2.511 0.194 -0.334 -0.1701 0.0341 0.0535 0.428
H 1.614 -0.774 -2.276 -1.9403 -1.6080 0.2968 0.171
H 0.304 -2.192 -2.411 0.2177 -0.4647 0.4354 0.218
H -0.827 -2.538 1.769 2.0460 0.0353 -0.7919 0.197
H -4.355 1.635 0.121 0.5147 -0.0306 -0.6210 0.238
N 2.410 2.592 0.042 2.7444 -1.3682 -1.0552 -0.756
H -0.102 -0.466 -2.467 -0.5313 0.0732 0.1249 0.194
C 1.369 1.776 0.040 -0.2789 2.1564 0.3164 0.692
C -0.931 1.471 0.099 -4.2803 -1.1826 -1.6641 0.137
H 2.324 3.491 0.393 -0.2574 1.9189 0.4721 0.416
N 0.142 2.332 0.167 0.8644 -0.5043 0.4471 -0.556
H 0.753 -3.243 1.909 1.2967 -1.5443 0.9960 0.227
H -0.077 -3.158 0.326 0.1798 -1.1197 -1.2069 0.195
C 0.575 -0.512 0.021 -1.8433 -2.2928 -3.1315 0.392
H -0.093 3.288 0.492 0.9974 -0.9044 -0.4979 0.450
N 1.567 0.495 -0.125 -0.0319 -0.7422 0.0540 -0.562
H -3.996 -0.784 0.087 -3.1314 -2.2811 0.3027 0.217
C 0.539 -1.215 -2.023 2.8160 3.0140 1.7749 -0.680
H -1.673 -1.753 0.176 -0.7186 -0.4818 -0.5640 0.218
H 3.386 2.319 -0.244 -1.8173 0.1970 0.6374 0.432
H -2.351 3.086 -0.108 -0.1849 1.0777 -0.0492 0.214
C -1.907 -0.720 0.019 -2.6696 -0.8888 0.3556 -0.133
C -0.827 0.059 0.008 3.7009 3.3118 1.1409 -0.119
C -3.202 -0.187 0.035 3.8836 3.0668 -0.4289 -0.179
C 0.210 -2.693 1.228 -3.9376 2.1217 0.8591 -0.407
C -3.348 1.226 -0.040 -1.2234 -1.7858 0.5787 -0.182
```
Forces are in eV/Å.